# 1
This record from OMol25 describes a molecular structure, C26H22FI2IrN4O4. The level of theory is wB97M-V/def2-TZVPD.

```
60
Properties=species:S:1:pos:R:3:forces:R:3
Ir 0.382276 0.476170 -4.124279 -0.11 0.04 0.26
I 3.841667 0.352018 -7.902230 0.00 0.00 0.00
C 3.187029 1.913185 -6.723198 0.01 0.01 0.00
C 3.669803 3.230837 -6.936735 0.01 -0.01 -0.01
C 3.256456 4.290020 -6.175577 -0.02 0.00 0.01
I 4.033173 6.177664 -6.563723 0.00 0.00 0.00
C 2.306722 4.094805 -5.127193 0.02 0.01 -0.01
C 1.792035 5.070384 -4.253938 -0.02 0.00 0.01
C 0.878248 4.710655 -3.292365 0.02 0.02 -0.01
C 0.464611 3.380269 -3.183381 0.00 -0.03 0.00
N 0.934233 2.440851 -3.984290 0.03 0.09 -0.04
C 1.837750 2.788588 -4.944138 -0.01 -0.01 0.00
C 2.265009 1.713043 -5.734931 0.01 -0.01 0.02
O 1.714870 0.511975 -5.418078 -0.01 -0.07 -0.07
H 4.388555 3.388036 -7.728972 0.00 0.00 0.00
H 2.115313 6.098646 -4.348046 0.00 0.00 0.00
H 0.464279 5.446211 -2.618644 0.00 0.00 0.00
H -0.264624 3.066028 -2.449038 0.00 0.00 0.00
F 0.071892 2.042820 2.426984 0.00 0.00 0.01
C -0.216779 0.853291 1.873260 0.00 0.01 -0.01
C -0.199904 0.754273 0.515549 -0.01 0.00 0.02
C -0.440605 -0.478877 -0.105111 0.00 0.01 -0.04
C -0.391061 -0.605338 -1.543896 -0.01 -0.08 0.03
O -0.176162 0.473223 -2.225629 0.05 0.07 -0.05
C -0.588982 -1.878183 -2.084796 0.03 0.01 0.05
C -0.849186 -2.929558 -1.228938 0.00 -0.01 0.01
N -0.930734 -2.823176 0.093948 -0.01 0.02 -0.01
C -1.196471 -4.009395 0.896663 0.01 -0.01 0.01
C -2.521313 -4.131320 1.592062 -0.01 0.01 0.00
C -2.205621 -5.000037 0.412293 0.00 0.00 -0.01
C -0.703345 -1.594654 0.701802 0.00 -0.02 0.00
C -0.741116 -1.463023 2.095250 0.00 0.02 0.01
C -0.494534 -0.248957 2.710403 -0.01 -0.01 0.02
N -0.537846 -0.163567 4.116456 0.02 0.00 -0.01
C -0.680081 1.122333 4.797815 0.00 0.01 0.00
C -0.978546 0.857402 6.281552 -0.01 -0.02 0.01
N -1.601946 -0.501492 6.414206 0.01 0.00 -0.01
C -0.606605 -1.586999 6.080441 -0.02 0.01 0.02
C 0.251137 -1.099770 4.907419 0.00 -0.01 0.00
C -0.611596 -2.230712 -3.549882 -0.02 0.10 -0.15
O -0.763300 -3.374970 -3.885268 0.01 -0.04 0.04
O -0.541780 -1.223169 -4.394570 0.04 -0.11 -0.07
H 0.035257 1.624682 -0.079470 0.00 0.00 0.00
H -1.004588 -3.910498 -1.658282 0.00 0.00 -0.01
H -0.308603 -4.382516 1.391187 0.00 0.00 0.00
H -3.236228 -3.335077 1.431972 0.00 0.00 0.00
H -2.534956 -4.574458 2.578086 0.00 -0.01 0.00
H -2.734153 -4.789841 -0.506955 0.00 0.00 0.00
H -1.980674 -6.043770 0.573128 0.00 0.00 0.01
H -0.990609 -2.321818 2.700586 0.00 0.00 -0.01
H -1.499482 1.676229 4.343173 0.00 0.00 -0.01
H 0.216716 1.743689 4.746127 0.00 0.00 -0.01
H -1.662379 1.595357 6.693426 0.00 0.01 0.00
H -0.078495 0.839398 6.893010 0.00 0.00 0.00
H -2.384063 -0.564759 5.760334 0.00 0.00 0.00
H -1.976343 -0.639934 7.353399 0.00 0.00 0.00
H -1.182083 -2.477636 5.836887 0.00 0.00 -0.01
H -0.016210 -1.776981 6.974546 0.01 0.00 0.00
H 0.557588 -1.950903 4.306606 0.00 0.00 0.00
H 1.166402 -0.620675 5.272958 0.00 0.00 0.00
```
Forces are in eV/Å.

Summary:
Kohn-Sham gap (alpha / beta) (eV): 5.87 / 5.88
Total charge: +2
Relative energy (zero: lowest compared OMol25 entry of this formula, charge and spin) (kJ/mol): 0.0
HOMO level (alpha / beta) (eV): -12.42 / -12.47
Strongest force on any atom (eV/A): 0.3

---

# 2
This record from OMol25 describes 2 unconnected molecules or ions with the total composition C2H6N4O. The level of theory is wB97M-V/def2-TZVPD.

```
13
Properties=species:S:1:pos:R:3:forces:R:3
C -1.702225 -0.311622 0.274095 0.21 -1.44 1.41
C -0.292841 -0.048749 -0.061393 1.90 -3.07 2.19
N -2.531191 -0.956441 1.028132 1.82 1.35 -1.96
N 0.901439 -0.518432 0.132554 -3.07 0.00 -1.04
N -1.264293 0.275203 -0.938316 -2.03 0.61 -2.99
N 1.803583 -0.490761 -0.898829 -1.58 0.67 -1.68
O 0.958593 1.603684 1.335602 2.35 -0.51 -0.20
H -3.414975 -1.230954 0.596853 0.05 0.59 -0.13
H 1.529786 1.037858 0.637615 -1.82 2.10 3.20
H -1.412368 0.147064 -1.980770 0.20 -0.10 1.72
H 1.631997 0.038084 -1.773343 0.44 -0.57 1.14
H 2.691034 -0.731828 -0.583024 1.58 -0.10 0.01
H 1.101462 1.186897 2.230818 -0.05 0.47 -1.68
```
Forces are in eV/Å.

Summary:
Kohn-Sham gap (eV): 8.64
Relative energy (zero: lowest compared OMol25 entry of this formula, charge and spin) (kJ/mol): 581.1
HOMO level (eV): -8.11
Strongest force on any atom (eV/A): 4.2
Structure (SMILES): [H]/N=c1\[nH]\c1=N/N.O

---

# 3
This record from OMol25 describes a molecular structure, C43H64CaN3O5SSi. The level of theory is wB97M-V/def2-TZVPD.

```
118
Properties=species:S:1:pos:R:3:forces:R:3
Ca 0.946193 -0.025942 0.244761 0.02 0.12 -0.09
C 5.000357 3.317414 1.753734 0.01 0.02 0.00
C 4.895173 2.664139 0.374221 0.00 0.02 0.01
C 5.695905 3.462114 -0.658433 0.00 0.01 0.00
C 5.330375 1.208661 0.390604 -0.02 -0.03 0.01
C 6.583191 0.910418 0.910111 0.02 0.00 0.01
C 7.052803 -0.390096 0.963575 0.00 0.02 0.01
C 6.250150 -1.403812 0.475213 0.00 0.01 0.00
C 4.991843 -1.153732 -0.069315 -0.01 -0.01 0.00
C 4.227940 -2.360777 -0.590157 0.01 0.02 0.02
C 3.759730 -2.223781 -2.038124 0.02 0.01 0.00
C 3.123301 -2.800347 0.373526 0.02 0.00 -0.02
C 4.510298 0.168822 -0.109722 0.04 -0.04 -0.03
N 3.209554 0.503687 -0.559457 -0.19 0.00 -0.01
C 3.165972 1.268351 -1.664757 -0.01 -0.02 0.00
O 4.030449 1.413454 -2.531510 0.04 0.02 0.04
C 1.931321 2.165188 -1.753946 0.04 -0.01 0.00
C 1.801950 3.170856 -2.696338 0.01 0.00 -0.01
C 0.778640 4.097216 -2.522321 0.00 0.00 -0.01
C -0.061488 4.019184 -1.420489 0.01 0.00 0.01
C 0.109080 2.954293 -0.548466 -0.05 -0.01 0.06
N 1.069154 2.066259 -0.749627 -0.02 -0.07 0.05
C -0.667965 2.806123 0.755760 0.02 0.07 -0.07
O -1.261632 3.809661 1.164000 0.02 0.00 -0.01
N -0.531974 1.610460 1.344260 0.03 -0.02 0.01
C -0.989597 1.498113 2.682222 0.00 0.00 0.00
C -2.336023 1.643251 3.067762 0.02 0.00 0.02
C -2.680092 1.468936 4.405291 0.00 0.00 -0.02
C -1.740542 1.144021 5.365636 -0.02 -0.01 0.01
C -0.417622 0.990157 4.986561 0.01 0.00 0.00
C -0.029204 1.168678 3.665438 -0.02 0.01 0.01
C 1.422304 0.960545 3.272505 0.02 -0.05 0.00
C 1.696677 -0.529247 2.999541 -0.01 0.01 0.03
C 2.430816 1.470486 4.298513 0.01 0.03 0.01
C -3.442932 1.955838 2.080904 -0.03 -0.04 0.00
C -4.573483 0.923942 2.151451 0.00 0.00 0.00
C -4.022814 3.354576 2.303107 0.00 0.00 -0.01
H 4.589537 4.329373 1.721341 0.01 0.00 0.00
H 6.038430 3.393192 2.086460 -0.01 -0.01 0.00
H 4.446958 2.752724 2.504465 -0.01 -0.01 0.01
H 3.843806 2.701939 0.092187 -0.02 -0.02 -0.01
H 6.754435 3.485691 -0.383185 0.00 0.00 0.00
H 5.338630 4.494563 -0.705428 0.00 0.00 0.00
H 5.601440 3.012514 -1.646007 0.00 0.00 0.01
H 7.205476 1.717051 1.282091 0.00 -0.01 -0.01
H 8.031929 -0.608851 1.371890 0.00 0.00 0.00
H 6.608580 -2.427934 0.496809 0.00 0.01 0.00
H 4.954875 -3.180059 -0.579559 0.00 -0.01 -0.01
H 3.034939 -1.425598 -2.165100 -0.02 0.00 0.01
H 3.289061 -3.151222 -2.372199 0.01 0.00 0.00
H 4.612863 -2.007931 -2.683777 -0.01 0.01 0.00
H 2.325772 -2.062536 0.464547 0.08 -0.04 -0.05
H 3.533280 -2.969505 1.371826 -0.01 -0.01 0.00
H 2.637354 -3.713283 0.025316 0.00 0.00 -0.01
H 2.515605 3.226771 -3.505754 0.00 0.01 0.00
H 0.658448 4.905348 -3.233925 0.00 0.00 0.00
H -0.827938 4.752423 -1.213791 0.00 0.00 0.00
H -3.716907 1.590313 4.698756 0.01 0.00 0.00
H -2.034095 1.010508 6.399753 0.00 0.00 0.00
H 0.322548 0.736305 5.735774 -0.01 0.00 -0.01
H 1.592922 1.529699 2.353176 0.00 0.01 0.00
H 1.824495 -1.069762 3.939935 -0.02 0.02 0.01
H 2.614414 -0.679365 2.419656 -0.01 -0.01 -0.01
H 0.843463 -1.029452 2.520684 0.03 0.00 -0.02
H 2.347736 0.935371 5.246535 -0.01 0.01 -0.01
H 2.290269 2.534590 4.492045 0.00 -0.01 0.00
H 3.446443 1.316243 3.930420 0.01 0.01 -0.01
H -3.004732 1.913294 1.085427 -0.02 0.01 -0.03
H -5.135838 1.021334 3.083475 0.00 -0.01 0.00
H -4.198399 -0.096799 2.095823 0.00 0.00 0.00
H -5.277569 1.078056 1.329537 0.00 0.00 0.01
H -4.509781 3.407379 3.281586 0.00 0.01 0.00
H -4.779031 3.573423 1.543953 0.00 0.00 0.00
H -3.240424 4.106769 2.246765 -0.01 -0.01 0.01
C -4.460688 0.050733 -1.810016 0.01 0.00 0.00
C -3.188859 0.624454 -2.427319 0.01 -0.02 0.00
C -3.250932 0.569346 -3.951875 -0.01 0.01 0.00
C -2.991703 2.067432 -1.987662 0.00 0.01 0.01
O -2.038524 -0.091031 -1.956535 -0.02 0.02 0.00
Si -1.739777 -1.715321 -1.913603 -0.03 0.04 0.05
S 0.253494 -2.015955 -1.511472 -0.02 -0.02 0.08
O -2.776580 -2.457839 -0.850970 0.03 -0.02 -0.01
C -2.738637 -2.710101 0.549533 0.00 0.02 0.00
C -2.039346 -4.044807 0.789603 0.00 0.01 -0.01
C -2.015430 -1.595785 1.308791 0.01 0.00 0.00
C -4.196702 -2.792308 0.988231 -0.02 -0.01 -0.01
O -2.252818 -2.284153 -3.373942 -0.04 -0.05 0.02
C -2.552429 -3.609425 -3.807890 0.04 0.02 -0.03
C -1.583945 -4.623198 -3.206595 0.00 -0.01 0.01
C -2.408044 -3.587019 -5.325787 0.01 -0.01 -0.01
C -3.990262 -3.943618 -3.422138 -0.03 0.02 0.02
H -5.328573 0.635586 -2.124280 0.01 0.00 0.00
H -4.394695 0.082651 -0.719998 0.00 0.00 -0.02
H -4.607489 -0.987120 -2.112717 0.00 0.00 0.00
H -4.048778 1.222899 -4.313953 0.00 0.00 0.00
H -3.431163 -0.445491 -4.299618 0.00 0.00 0.00
H -2.302282 0.912894 -4.368608 -0.01 -0.01 0.00
H -3.848810 2.679146 -2.278362 0.00 0.00 0.00
H -2.094871 2.476988 -2.453098 -0.01 -0.01 0.00
H -2.871978 2.128340 -0.906517 0.01 0.00 0.00
H -1.021331 -4.000621 0.398934 0.00 0.00 0.00
H -2.578938 -4.845895 0.279519 0.01 0.00 0.01
H -2.003268 -4.274104 1.857764 0.00 0.00 0.00
H -0.937943 -1.739258 1.198167 0.01 0.01 -0.01
H -2.248292 -1.623620 2.375724 0.00 -0.01 -0.01
H -2.284928 -0.610798 0.921598 0.00 -0.01 0.00
H -4.700206 -3.585350 0.431994 0.00 0.00 0.00
H -4.708159 -1.852730 0.778900 0.00 0.00 0.00
H -4.273753 -3.006340 2.056462 0.00 0.00 0.00
H -0.555125 -4.350898 -3.442370 0.00 0.00 0.00
H -1.791970 -5.620066 -3.603491 0.00 0.01 0.00
H -1.680558 -4.655958 -2.120426 -0.01 0.01 0.00
H -1.385867 -3.320760 -5.597384 0.00 0.00 0.00
H -3.083237 -2.844067 -5.754264 0.01 0.00 0.01
H -2.645398 -4.564117 -5.752922 0.00 0.01 0.01
H -4.104236 -3.911118 -2.338591 0.00 -0.01 -0.02
H -4.261874 -4.937536 -3.785083 -0.01 -0.01 0.00
H -4.671900 -3.213746 -3.865278 0.00 0.00 0.01
```
Forces are in eV/Å.

Summary:
Kohn-Sham gap (eV): 7.97
Total charge: -1
Relative energy (zero: lowest compared OMol25 entry of this formula, charge and spin) (kJ/mol): 0.0
HOMO level (eV): -5.46
Strongest force on any atom (eV/A): 0.2

---

Question: Among the records above, which one has the highest strongest force on any atom?
Answer: C2H6N4O

---

Question: Among the records above, which one has the highest strongest force on any atom?
Answer: C2H6N4O

---

Question: What is the formula in the second record?
Answer: C2H6N4O